This record from the OMol25 dataset describes C21H33N3O5 in the gas phase. The level of theory is wB97M-V/def2-TZVPD.

Last column: natural (NBO) charge in e.
Geometry (Å):
C1 4.47 -1.30 -2.92  -0.252
O1 4.09 -2.62 -2.64  -0.478
C2 3.04 -2.82 -1.80  0.272
C3 2.30 -1.81 -1.22  -0.272
C4 1.23 -2.13 -0.39  -0.132
C5 0.47 -0.99 0.20  0.678
O2 0.99 0.10 0.40  -0.663
N1 -0.83 -1.23 0.47  -0.601
C6 -1.69 -0.22 1.06  -0.229
C7 -1.54 -0.12 2.59  -0.515
C8 -1.21 1.30 3.03  0.688
O3 -1.92 1.93 3.80  -0.648
N2 -0.05 1.76 2.52  -0.635
C9 0.36 3.13 2.66  -0.234
C10 0.33 3.85 1.30  -0.211
N3 -0.94 3.72 0.62  -0.466
C11 -2.01 4.41 1.33  -0.225
C12 -3.35 4.41 0.59  -0.409
C13 -3.66 3.08 -0.09  -0.403
C14 -3.12 3.01 -1.52  -0.390
C15 -1.60 2.93 -1.61  -0.394
C16 -0.88 4.02 -0.80  -0.220
C17 0.93 -3.45 -0.11  -0.292
C18 1.69 -4.48 -0.67  0.231
O4 1.44 -5.81 -0.40  -0.508
C19 0.39 -6.14 0.48  -0.250
C20 2.74 -4.18 -1.54  0.288
O5 3.57 -5.04 -2.18  -0.491
C21 3.36 -6.44 -2.16  -0.238
H1 5.33 -1.38 -3.59  0.202
H2 4.77 -0.76 -2.02  0.179
H3 3.67 -0.75 -3.43  0.177
H4 2.51 -0.77 -1.39  0.242
H5 -1.21 -2.14 0.31  0.399
H6 -1.42 0.74 0.61  0.234
H7 -2.72 -0.45 0.78  0.211
H8 -0.72 -0.77 2.91  0.226
H9 -2.45 -0.43 3.10  0.232
H10 0.42 1.22 1.80  0.433
H11 -0.31 3.61 3.38  0.228
H12 1.38 3.17 3.05  0.197
H13 0.62 4.91 1.46  0.166
H14 1.09 3.38 0.67  0.197
H15 -2.15 3.90 2.28  0.220
H16 -1.73 5.46 1.54  0.160
H17 -3.38 5.21 -0.16  0.191
H18 -4.12 4.63 1.33  0.217
H19 -3.26 2.27 0.51  0.201
H20 -4.75 2.95 -0.14  0.205
H21 -3.54 2.13 -2.02  0.202
H22 -3.47 3.89 -2.07  0.190
H23 -1.26 1.97 -1.24  0.200
H24 -1.31 3.02 -2.66  0.200
H25 0.17 4.02 -1.12  0.199
H26 -1.28 5.01 -1.04  0.174
H27 0.14 -3.70 0.58  0.211
H28 0.41 -7.23 0.53  0.203
H29 -0.58 -5.82 0.09  0.174
H30 0.55 -5.73 1.48  0.178
H31 4.12 -6.85 -2.82  0.190
H32 2.37 -6.70 -2.53  0.180
H33 3.49 -6.85 -1.15  0.184

The calculation puts the HOMO energy at -8.150 eV. The calculation puts the gap between HOMO and LUMO at 0.3151 Eh. Its SMILES is COc1cc(C(=O)NCCC(=O)NCCN2CCCCCC2)cc(OC)c1OC. The value obtained for the energy above the lowest of the compared OMol25 structures with the same formula, charge and spin is 13.8 kJ/mol.



This record from the OMol25 dataset describes a molecular structure, C21H34Cl2F6MnN2O8Si4. The level of theory is wB97M-V/def2-TZVPD.

Last column: Mulliken spin population.
Geometry (Å):
Mn1 0.86 -0.76 -0.77  3.458
O1 1.56 -3.96 1.50  0.015
C1 1.64 -2.81 1.14  -0.015
O2 1.02 -2.39 0.05  0.029
C2 2.47 -1.81 1.89  0.043
C3 3.15 -2.32 2.98  0.001
C4 3.94 -1.48 3.73  0.003
C5 4.09 -0.15 3.41  0.000
C6 3.43 0.34 2.30  0.013
C7 2.55 -0.45 1.52  -0.025
O3 1.79 0.09 0.58  -0.074
N1 3.72 1.76 2.01  0.000
O4 3.49 2.18 0.90  0.000
O5 4.09 2.46 2.93  0.001
N2 4.65 -2.01 4.91  0.000
O6 4.45 -3.17 5.21  0.001
O7 5.38 -1.25 5.51  0.001
H1 3.04 -3.36 3.23  0.000
H2 4.72 0.50 3.99  0.000
Cl1 0.03 -2.17 -2.67  -0.002
C8 1.20 -3.56 -2.63  0.004
Cl2 0.49 -4.98 -3.34  -0.002
H3 1.42 -3.72 -1.58  -0.002
H4 2.06 -3.23 -3.20  0.001
C9 -1.90 -3.24 0.78  0.000
Si1 -1.95 -1.49 1.40  -0.075
C10 -0.91 -1.21 2.94  0.000
C11 -3.73 -1.10 1.88  -0.037
Si2 -1.41 0.18 -0.16  -0.160
Si3 -3.07 0.12 -1.83  0.015
C12 -4.51 1.12 -1.16  -0.023
C13 -3.64 -1.63 -2.14  -0.005
C14 -2.56 0.88 -3.44  0.002
Si4 -1.23 2.32 0.77  -0.054
C15 0.30 2.58 1.79  0.005
C16 -2.73 2.54 1.86  -0.017
C17 -1.31 3.55 -0.65  0.002
H5 -2.70 -3.80 1.27  0.000
H6 -0.95 -3.73 0.99  -0.001
H7 -2.07 -3.30 -0.30  0.001
H8 -0.77 -2.12 3.53  -0.001
H9 -1.41 -0.47 3.57  -0.001
H10 0.08 -0.82 2.70  0.002
H11 -4.01 -1.68 2.77  -0.003
H12 -4.43 -1.38 1.08  0.003
H13 -3.87 -0.05 2.11  0.007
H14 -4.94 0.72 -0.24  0.002
H15 -5.28 1.12 -1.93  -0.002
H16 -4.22 2.16 -0.98  0.003
H17 -3.85 -2.19 -1.22  0.001
H18 -2.91 -2.21 -2.72  0.001
H19 -4.56 -1.60 -2.72  0.000
H20 -2.15 1.88 -3.31  0.002
H21 -3.45 0.96 -4.08  0.000
H22 -1.81 0.29 -3.97  0.001
H23 0.29 1.95 2.68  0.000
H24 0.34 3.63 2.11  0.001
H25 1.19 2.36 1.22  -0.004
H26 -2.64 1.98 2.79  0.000
H27 -3.67 2.25 1.38  0.002
H28 -2.81 3.60 2.12  0.001
H29 -1.12 3.09 -1.62  -0.003
H30 -0.56 4.33 -0.50  0.001
H31 -2.29 4.03 -0.69  0.000
C18 2.12 2.58 -2.01  0.003
C19 1.70 1.29 -2.69  -0.066
O8 0.72 0.63 -1.96  -0.091
C20 2.94 0.37 -2.93  0.023
F1 4.08 1.05 -3.06  0.000
F2 3.11 -0.47 -1.86  0.009
F3 2.82 -0.44 -4.00  0.000
C21 1.10 1.64 -4.08  0.007
F4 0.51 0.59 -4.67  0.001
F5 2.07 2.09 -4.90  -0.001
F6 0.18 2.61 -3.97  0.001
H32 2.49 2.35 -1.02  0.003
H33 1.25 3.23 -1.93  -0.001
H34 2.90 3.11 -2.57  0.000

The calculation puts the HOMO energy (alpha / beta) at -9.203 / -8.889 eV. The calculation puts the gap between HOMO and LUMO (alpha / beta) at 0.2644 / 0.2901 Eh. Its spin multiplicity is 4. As for the expectation value of S²: 4.18. The value obtained for the energy above the lowest of the compared OMol25 structures with the same formula, charge and spin is 67.7 kJ/mol.



This record from the OMol25 dataset describes a molecular structure, C21H34ClHfIOP3. The level of theory is wB97M-V/def2-TZVPD.

Last column: natural (NBO) charge in e.
Geometry (Å):
C1 -5.18 0.09 -6.63  -0.739
C2 -4.09 -0.54 -5.80  0.546
H1 -5.35 -0.52 -7.53  0.276
H2 -4.89 1.10 -6.95  0.268
H3 -6.12 0.14 -6.07  0.268
O1 -3.48 -1.55 -6.03  -0.455
I1 -3.56 0.49 -3.94  -0.109
Hf1 -0.54 -0.01 -0.15  1.835
P1 -2.37 -1.40 0.84  0.713
C3 -1.90 -3.01 1.56  -0.926
C4 -3.01 -0.40 2.23  -0.917
H4 -3.86 -0.90 2.69  0.298
H5 -4.62 -2.09 0.29  0.287
H6 -3.34 0.59 1.88  0.274
H7 -4.10 -0.70 -0.72  0.286
H8 -1.07 -2.90 2.27  0.251
H9 -2.24 -0.22 3.00  0.257
C5 -3.78 -1.64 -0.26  -0.937
H10 -2.76 -3.46 2.07  0.292
H11 -3.49 -2.30 -1.09  0.278
H12 -1.56 -3.66 0.75  0.270
P2 1.11 1.28 -1.63  0.710
C6 2.81 0.66 -1.83  -0.930
C7 0.49 1.65 -3.29  -0.925
H13 0.33 3.40 -0.71  0.269
H14 1.94 3.56 -1.44  0.292
H15 1.73 2.82 0.17  0.259
C8 1.30 2.92 -0.83  -0.916
H16 -0.52 2.06 -3.26  0.279
H17 1.15 2.35 -3.81  0.286
H18 3.44 1.37 -2.38  0.287
H19 2.78 -0.29 -2.36  0.266
H20 0.44 0.72 -3.87  0.272
H21 3.26 0.45 -0.85  0.259
Cl1 -2.14 1.65 -0.66  -0.329
C9 1.05 -1.50 3.39  -0.899
P3 0.86 -0.58 1.84  0.687
C10 0.95 1.15 2.50  -0.372
C11 1.93 1.56 3.41  -0.124
C12 1.83 2.84 3.99  -0.166
C13 0.72 3.67 3.69  -0.129
C14 -0.27 3.22 2.82  -0.184
C15 -0.15 1.97 2.24  -0.217
C16 2.32 -1.33 0.94  -0.258
C17 2.07 -2.27 -0.07  -0.264
C18 3.14 -2.88 -0.72  -0.176
C19 4.44 -2.62 -0.31  -0.143
C20 4.69 -1.74 0.75  -0.157
C21 3.62 -1.10 1.39  -0.228
H22 0.29 -1.23 4.14  0.277
H23 2.03 -1.17 3.73  0.267
H24 1.07 -2.59 3.23  0.277
H25 2.74 0.87 3.67  0.221
H26 2.59 3.18 4.69  0.267
H27 0.65 4.66 4.15  0.270
H28 -1.13 3.83 2.59  0.256
H29 -1.00 1.64 1.60  0.179
H30 1.04 -2.55 -0.35  0.202
H31 2.94 -3.58 -1.53  0.258
H32 5.28 -3.12 -0.81  0.268
H33 5.71 -1.58 1.09  0.266
H34 3.78 -0.45 2.26  0.230

The calculation puts the HOMO energy at -16.210 eV. As for the net charge: +3. The calculation puts the gap between HOMO and LUMO at 0.1747 Eh. The value obtained for the energy above the lowest of the compared OMol25 structures with the same formula, charge and spin is 300.1 kJ/mol.



This record from the OMol25 dataset describes a molecular structure, C21H34ClIOP3Rh. The level of theory is wB97M-V/def2-TZVPD.

Last column: Mulliken spin population.
Geometry (Å):
C1 2.07 0.60 -2.50  0.062
C2 3.01 -0.18 -1.60  0.001
H1 2.14 1.64 -2.13  0.002
H2 1.10 0.21 -2.06  -0.015
H3 2.02 0.57 -3.65  -0.011
O1 3.42 0.61 -0.70  0.281
I1 2.52 -2.02 -0.10  0.480
Rh1 -1.87 0.86 -1.00  1.913
P1 4.22 -1.78 -1.97  0.084
C3 5.29 -0.87 -0.77  0.005
C4 4.32 -3.59 -2.12  0.021
H4 5.35 -3.80 -2.41  -0.004
H5 5.16 -2.20 -4.20  0.008
H6 3.64 -3.98 -2.90  0.000
H7 3.49 -1.56 -4.30  0.001
H8 4.78 -0.83 0.21  -0.001
H9 4.09 -4.14 -1.21  0.004
C5 4.46 -1.46 -3.78  0.055
H10 6.26 -1.33 -0.69  -0.002
H11 4.87 -0.46 -3.88  0.000
H12 5.35 0.19 -1.02  0.002
P2 -3.30 -0.79 -0.69  0.212
C6 -4.58 -0.04 0.33  0.063
C7 -3.82 -0.61 -2.40  0.043
H13 -2.93 -3.12 -1.20  0.002
H14 -3.92 -2.89 0.29  0.002
H15 -2.12 -2.63 0.34  0.006
C8 -3.04 -2.56 -0.26  0.003
H16 -3.46 -1.42 -3.03  -0.002
H17 -4.90 -0.64 -2.33  0.004
H18 -5.51 -0.18 -0.24  0.016
H19 -4.31 1.03 0.45  -0.012
H20 -3.48 0.35 -2.81  -0.005
H21 -4.59 -0.56 1.30  -0.003
Cl1 -0.65 -1.01 -1.61  0.300
C9 1.23 2.14 0.75  0.058
P3 -0.30 1.10 0.71  0.115
C10 -0.22 0.04 2.19  0.084
C11 0.95 0.20 2.96  0.026
C12 1.16 -0.52 4.12  -0.009
C13 0.18 -1.40 4.58  0.018
C14 -1.02 -1.52 3.88  -0.009
C15 -1.19 -0.85 2.65  0.003
C16 -1.54 2.34 0.98  0.079
C17 -2.08 2.69 2.21  0.020
C18 -3.15 3.57 2.26  0.034
C19 -3.69 4.09 1.07  0.000
C20 -3.13 3.79 -0.16  0.019
C21 -2.09 2.81 -0.21  -0.037
H22 1.11 2.85 1.60  0.015
H23 2.10 1.46 0.87  -0.002
H24 1.30 2.65 -0.23  -0.014
H25 1.67 0.94 2.68  0.000
H26 2.10 -0.37 4.64  -0.001
H27 0.36 -1.98 5.50  0.001
H28 -1.84 -2.12 4.31  0.000
H29 -2.10 -1.01 2.09  0.024
H30 -1.68 2.22 3.11  0.001
H31 -3.59 3.85 3.24  0.002
H32 -4.52 4.79 1.15  0.001
H33 -3.48 4.26 -1.06  0.000
H34 -1.66 2.57 -1.23  0.055

The calculation puts the HOMO energy (alpha / beta) at -12.339 / -14.388 eV. As for the net charge: +2. The calculation puts the gap between HOMO and LUMO (alpha / beta) at 0.2349 / 0.2186 Eh. Its spin multiplicity is 5. As for the expectation value of S²: 6.03.



This record from the OMol25 dataset describes a molecular structure, C21H34FeN4O4PS2. The level of theory is wB97M-V/def2-TZVPD.

Last column: Mulliken spin population.
Geometry (Å):
Fe1 0.71 0.27 0.10  0.980
C1 3.82 1.46 3.04  0.000
C2 2.64 1.64 2.11  0.006
O1 2.42 0.70 1.32  0.009
C3 1.93 2.84 2.18  0.002
C4 0.86 3.22 1.30  0.008
C5 0.23 4.58 1.49  0.000
N1 0.43 2.43 0.39  -0.006
N2 -0.55 2.95 -0.46  0.001
C6 -0.70 2.14 -1.46  0.003
O2 -0.07 1.07 -1.67  0.015
C7 -1.72 2.56 -2.48  -0.003
C8 -2.59 3.62 -2.27  -0.002
C9 -3.56 3.95 -3.22  0.001
C10 -3.67 3.23 -4.39  -0.002
C11 -2.78 2.19 -4.62  0.001
C12 -1.82 1.86 -3.67  -0.001
H1 3.79 0.45 3.45  0.000
H2 3.82 2.18 3.86  0.000
H3 4.75 1.56 2.48  0.000
H4 2.25 3.57 2.91  0.002
H5 0.78 5.16 2.23  0.000
H6 -0.81 4.48 1.81  0.000
H7 0.21 5.12 0.54  0.000
H8 -2.50 4.18 -1.34  0.000
H9 -4.24 4.77 -3.03  0.000
H10 -4.43 3.47 -5.13  0.000
H11 -2.84 1.62 -5.54  0.000
H12 -1.13 1.04 -3.81  0.001
C13 2.68 -6.75 -1.59  0.000
C14 1.99 -5.71 -0.73  0.000
O3 2.20 -4.44 -1.34  0.000
P1 1.96 -3.07 -0.43  -0.012
S1 2.31 -1.61 -1.70  0.002
S2 0.32 -3.25 0.61  0.001
O4 3.18 -3.27 0.64  0.000
C15 4.54 -2.99 0.27  0.000
C16 5.04 -1.77 1.01  0.000
H13 2.47 -7.76 -1.22  0.000
H14 3.76 -6.59 -1.60  0.000
H15 2.32 -6.67 -2.62  0.000
H16 2.40 -5.71 0.28  0.000
H17 0.92 -5.91 -0.65  0.000
H18 4.61 -2.83 -0.80  0.000
H19 5.12 -3.88 0.54  0.000
H20 4.35 -0.94 0.87  -0.001
H21 6.04 -1.49 0.64  0.000
H22 5.12 -1.97 2.09  0.000
C17 -4.25 -1.36 1.11  -0.005
C18 -3.72 -0.09 0.43  -0.007
C19 -4.49 1.14 0.93  -0.004
C20 -3.87 -0.21 -1.10  -0.008
C21 -2.29 0.05 0.75  -0.015
N3 -1.16 0.09 0.96  0.029
H23 -5.32 -1.47 0.89  0.001
H24 -4.11 -1.30 2.19  0.000
H25 -3.72 -2.24 0.73  0.000
H26 -5.55 1.03 0.70  0.000
H27 -4.12 2.05 0.44  0.001
H28 -4.37 1.26 2.01  0.000
H29 -4.93 -0.26 -1.36  0.001
H30 -3.36 -1.10 -1.46  0.000
H31 -3.43 0.66 -1.60  0.003
N4 0.52 0.00 3.81  -0.002
H32 0.66 0.93 3.42  0.000
H33 1.26 -0.56 3.39  0.000
H34 -0.32 -0.34 3.36  0.001

The calculation puts the HOMO energy (alpha / beta) at 0.239 / 0.773 eV. As for the net charge: -2. The calculation puts the gap between HOMO and LUMO (alpha / beta) at 0.1594 / 0.1399 Eh. Its spin multiplicity is 2. As for the expectation value of S²: 0.77. The value obtained for the energy above the lowest of the compared OMol25 structures with the same formula, charge and spin is 139.3 kJ/mol.



This record from the OMol25 dataset describes a molecular structure, C21H34IrN6. The level of theory is wB97M-V/def2-TZVPD.

Last column: Mulliken spin population.
Geometry (Å):
Ir1 0.18 0.00 0.29  0.508
C1 2.50 -0.47 0.85  0.105
C2 2.53 0.18 -0.41  -0.034
C3 1.90 -0.66 -1.36  0.167
C4 1.50 -1.83 -0.70  0.004
C5 1.87 -1.71 0.67  0.055
H1 2.99 -0.15 1.75  0.000
H2 3.03 1.11 -0.64  0.000
H3 1.85 -0.49 -2.43  0.019
H4 1.09 -2.70 -1.18  0.003
H5 1.79 -2.48 1.42  0.004
C6 -2.11 -4.33 0.89  0.000
N1 -2.78 -3.13 1.37  0.000
C7 -4.18 -3.26 1.81  0.000
C8 -2.23 -1.92 1.18  -0.010
N2 -1.07 -1.73 0.61  -0.022
N3 -2.95 -0.84 1.64  0.008
C9 -2.74 0.46 1.28  -0.005
N4 -3.62 1.34 1.77  0.007
N5 -1.75 0.80 0.52  0.019
H6 -2.51 -5.19 1.42  0.000
H7 -1.04 -4.30 1.11  0.000
H8 -2.26 -4.47 -0.18  0.000
H9 -4.42 -4.32 1.84  0.000
H10 -4.87 -2.78 1.12  0.000
H11 -4.32 -2.87 2.82  0.000
H12 -0.66 -2.58 0.28  0.007
H13 -3.75 -1.04 2.22  0.000
H14 -4.43 1.07 2.30  0.000
H15 -3.52 2.32 1.56  0.000
H16 -1.75 1.79 0.29  0.006
C10 -0.02 1.99 -4.48  -0.001
C11 0.30 2.71 -3.20  -0.006
C12 0.68 4.04 -3.20  0.020
C13 0.98 4.71 -2.02  -0.005
C14 1.34 6.17 -2.03  0.000
C15 0.93 4.02 -0.82  0.007
C16 0.56 2.66 -0.76  -0.015
C17 0.22 2.05 -1.98  0.019
N6 0.51 1.92 0.43  0.116
C18 0.74 2.52 1.79  -0.017
C19 2.21 2.95 1.94  0.005
C20 0.45 1.48 2.88  0.019
C21 -0.20 3.71 2.04  0.002
H17 0.00 2.66 -5.34  0.000
H18 -1.01 1.53 -4.43  0.000
H19 0.70 1.19 -4.66  0.000
H20 0.73 4.58 -4.14  0.000
H21 1.38 6.56 -3.04  0.000
H22 2.31 6.33 -1.55  0.000
H23 0.60 6.75 -1.47  0.000
H24 1.21 4.55 0.07  0.003
H25 -0.13 1.03 -1.97  0.015
H26 2.87 2.08 1.87  -0.001
H27 2.36 3.40 2.92  0.000
H28 2.52 3.66 1.18  0.000
H29 0.91 0.53 2.66  0.001
H30 -0.63 1.32 2.99  -0.001
H31 0.84 1.83 3.83  0.002
H32 0.10 4.63 1.56  0.000
H33 -0.23 3.91 3.12  0.000
H34 -1.22 3.47 1.71  0.000

The calculation puts the HOMO energy (alpha / beta) at -13.116 / -13.018 eV. As for the net charge: +2. The calculation puts the gap between HOMO and LUMO (alpha / beta) at 0.1969 / 0.1990 Eh. Its spin multiplicity is 2. As for the expectation value of S²: 0.77. The value obtained for the energy above the lowest of the compared OMol25 structures with the same formula, charge and spin is 318.8 kJ/mol.



| no. | F_max (eV Å⁻¹) |
| --- | --- |
| 1 | 0.632 |
| 2 | 1.135 |
| 3 | 3.154 |
| 4 | 5.609 |
| 5 | 2.205 |
| 6 | 2.034 |